(1)
62
Properties=species:S:1:pos:R:3:forces:R:3:mulliken_spin:R:1 method="wB97M-V/def2-TZVPD" gap_ha="0.2761 / 0.1848" largest_force_ha_per_bohr=0.0152 charge=+3 e_tot_ev=-126069.5330 relative_energy_kj_mol=37.9 s2=6.013 e_homo_ev="-17.35 / -17.91" multiplicity=5
O -7.981522 -0.070582 -4.075646 0.4 0.0 0.1 0.9620
H 3.805170 2.044161 2.129379 0.0 0.0 0.0 0.0024
C -6.705150 0.034585 -3.866133 -0.7 0.0 -0.3 0.0217
H 2.118235 -1.881639 -1.899072 0.0 0.0 0.0 -0.0014
H 3.828441 -1.404660 -1.752344 0.0 0.0 0.0 0.0010
C -6.288065 -0.274790 -2.483826 0.2 0.0 0.0 0.0073
H -5.151942 -1.152063 1.024807 0.0 0.0 0.0 -0.0003
H -8.322042 -0.572782 -1.780408 0.0 0.0 0.0 0.0037
H 2.832295 3.558001 -1.243978 0.0 0.0 0.0 0.0009
C 1.083070 1.937255 2.379322 -0.1 0.0 0.1 0.0488
C 3.490693 1.164878 2.687625 0.0 0.1 0.1 0.0253
N -4.563838 -0.582555 -0.871893 -0.1 0.1 0.1 0.0757
H 1.349691 1.403965 -2.397122 0.0 0.0 0.0 -0.0016
C 2.053163 0.803468 2.465085 0.0 -0.1 -0.3 0.2945
C 2.894521 1.468175 -0.841535 0.1 -0.1 0.2 0.0534
H 4.059903 -1.790742 2.013031 0.0 0.0 0.0 0.0004
H 2.953171 3.227822 0.468409 0.0 0.0 0.0 0.0008
H -4.966764 0.503205 -4.780744 0.0 0.0 0.0 0.0020
C -6.859792 -0.890784 -0.252863 0.0 0.0 0.0 -0.0024
C -5.508741 -0.889505 0.040664 0.1 0.0 0.0 -0.0025
O -3.598420 -0.000744 3.582591 0.0 -0.1 -0.3 0.0297
Pt -2.518696 -0.406730 -0.263256 -0.7 -0.2 -0.1 1.5499
C 1.847501 -2.792033 0.734747 0.0 0.0 0.0 0.0016
H 3.554016 1.434506 3.755133 0.0 0.0 0.0 0.0431
C 2.821225 -1.742727 0.192221 0.2 0.2 0.3 0.0399
H 4.831172 1.434656 0.247334 0.0 0.0 0.0 0.0009
H 1.444324 2.790103 1.817335 0.0 0.0 0.0 0.0027
C 4.432228 1.315422 -0.759931 0.0 0.1 -0.1 -0.0012
Si 2.250781 0.080696 0.302784 -0.2 -0.2 -0.1 0.2613
O -3.098994 -1.390335 1.678541 0.4 0.1 0.1 0.1447
C -7.267141 -0.578234 -1.531929 0.0 0.0 0.0 -0.0099
C 1.544421 -0.430156 3.137008 0.1 0.0 0.1 0.0621
H 4.190939 0.342179 2.549437 0.0 0.0 0.0 0.0027
H 0.091295 1.633269 2.046472 0.1 0.0 0.0 0.0025
H 4.909140 -1.115285 0.604219 0.0 0.0 0.0 -0.0006
O -1.380725 -0.158000 2.776124 -0.2 0.1 0.0 0.0014
H 1.369693 -0.132138 4.183563 0.0 0.0 0.0 0.0341
H -4.149964 -0.053697 -2.813214 0.0 0.0 0.0 -0.0028
Br -0.065660 -0.171564 -0.457092 0.2 0.2 -0.1 0.0727
H 0.967153 2.280406 3.420793 0.0 0.0 0.0 0.0369
C 2.483453 2.888982 -0.453974 0.1 0.0 0.0 0.0052
H -6.367664 0.567569 -5.789945 0.0 0.0 0.0 -0.0020
C 4.171436 -1.849628 0.931178 0.0 -0.1 -0.1 -0.0050
H 2.265856 -1.241768 3.162928 0.0 0.0 0.0 0.0018
H 1.634459 -2.687747 1.794632 0.0 0.0 0.0 0.0005
H 2.642433 0.214192 -2.659596 0.0 0.0 0.0 -0.0010
H 3.333736 -3.051375 -1.403188 0.0 0.0 0.0 0.0025
H 2.949484 1.924169 -2.913380 0.0 0.0 0.0 0.0039
C 2.414103 1.208951 -2.283380 0.1 0.0 0.0 0.0307
H 4.789194 0.372724 -1.173244 0.0 0.0 0.0 -0.0010
H 0.579688 -0.763115 2.755497 0.3 0.0 0.0 0.0036
C -4.947045 -0.281086 -2.117097 0.0 0.0 0.0 0.0053
H 4.865060 2.114951 -1.367317 0.0 0.0 0.0 0.0055
N -5.964921 0.386280 -4.875059 0.2 0.0 0.2 0.0195
C 3.031407 -2.004347 -1.315974 0.0 0.0 0.0 0.0338
H 2.321269 -3.767292 0.599208 0.0 0.0 0.0 0.0029
H 1.401358 3.007118 -0.383285 0.0 0.0 0.0 -0.0006
Cl -2.761932 -0.148295 2.473025 -0.4 0.0 0.1 -0.0187
H 0.907945 -2.808383 0.185717 0.0 0.0 0.0 -0.0014
H 4.588374 -2.835694 0.710946 0.0 0.0 0.0 0.0023
O -3.057645 0.914883 1.436877 0.3 -0.1 0.1 0.1490
H -7.574830 -1.136095 0.519792 0.0 0.0 0.0 0.0003

(2)
15
Properties=species:S:1:pos:R:3:forces:R:3:mulliken_spin:R:1 method="wB97M-V/def2-TZVPD" gap_ha="0.3606 / 0.2709" largest_force_ha_per_bohr=0.3654 charge=+1 e_tot_ev=-12613.7866 relative_energy_kj_mol=129.1 s2=3.771 e_homo_ev="-13.82 / -14.68" multiplicity=4
C 1.690963 -1.347493 2.097864 0.0 0.9 -1.6 0.0014
H 3.285350 0.325473 2.130664 0.2 -0.8 0.3 0.0027
H 0.968246 -0.901803 2.800996 0.6 -0.4 0.4 0.0005
H 3.737953 -2.009644 1.751033 -0.3 0.1 0.1 0.0069
O 1.851412 -0.348533 1.029808 0.8 -1.1 1.3 0.0014
H -0.096415 0.366837 1.081068 0.2 0.0 -0.2 0.0000
H 0.863809 0.697422 -0.406867 0.0 -0.2 0.3 -0.0001
C 3.124117 -1.584834 2.554401 -1.2 -1.9 -0.7 -0.0097
Pt 4.187834 0.238110 4.294268 6.6 5.9 15.5 1.5087
H 0.220846 -0.942363 -0.096876 0.2 0.3 0.1 0.0001
O 3.677978 -0.292615 2.850575 -5.6 -4.2 -17.4 0.1678
O 3.187558 0.325509 5.718596 -0.9 0.5 2.3 1.3155
H 1.277195 -2.297248 1.718972 0.1 0.3 0.0 -0.0004
H 3.147414 -2.264753 3.411783 0.3 0.5 0.1 0.0051
C 0.644421 -0.040450 0.373202 -0.9 0.2 -0.4 0.0002

(3)
57
Properties=species:S:1:pos:R:3:forces:R:3:lowdin_charge:R:1 method="wB97M-V/def2-TZVPD" gap_ha="0.1323 / 0.1324" largest_force_ha_per_bohr=0.0873 charge=+2 e_tot_ev=-115501.8499 relative_energy_kj_mol=378.7 e_homo_ev="-13.25 / -13.25"
S 0.218046 -4.616855 -3.568220 -0.1 0.4 0.4 0.6658
C -2.644149 -1.419872 -3.259810 -4.2 -0.3 -0.9 -0.4808
O 2.465337 -2.665422 -2.337869 -0.2 -0.3 -0.1 -0.3531
C 1.997808 1.768823 -1.352824 1.1 1.2 -0.7 -0.2859
N 3.194296 2.327080 2.592648 -0.2 -0.3 -0.2 0.1675
O 2.362057 -4.532706 -0.596418 -0.3 0.1 -0.2 -0.1964
Cl 3.348920 -3.743369 -1.198067 0.0 -0.7 0.3 0.8643
H 3.122128 3.185444 3.104111 0.0 0.3 0.2 0.1186
C -1.900406 -2.458280 2.161086 0.1 0.0 0.1 -0.0911
Pt 1.384987 0.047516 -0.805228 0.7 1.1 0.0 0.7793
C -3.313930 -1.936995 1.889003 -0.1 0.1 -0.1 -0.0866
C 0.683071 4.922418 1.533973 0.0 0.0 0.1 -0.0143
F -3.246907 -2.220525 -2.567432 0.6 -2.5 2.4 0.4341
H -3.773449 -1.488474 2.772999 0.0 0.0 0.0 0.1365
H 4.068280 1.827697 2.596692 0.0 -0.1 0.0 0.1186
H -4.904247 -0.843695 -0.121769 -0.1 0.0 0.1 0.0956
N -3.082042 -0.894573 0.880225 0.3 -0.4 -0.1 -0.1564
C 0.475529 6.180968 2.080094 0.0 0.0 0.0 -0.0523
S -1.141333 0.691655 -0.166335 -1.1 -0.4 0.4 0.6193
F -2.605548 -1.662788 -4.440802 2.3 -1.3 -3.1 0.4530
O 0.834689 -1.979325 -0.624702 -0.1 -0.8 -0.4 -0.4756
N 1.032435 2.523813 1.813578 0.5 0.3 0.3 0.0797
H 0.264654 2.064577 1.358082 -0.5 -0.3 -0.3 0.0348
O 4.202620 -4.383764 -2.086199 -0.1 0.1 -0.4 -0.1446
H -3.982121 -2.698205 1.490587 0.0 0.0 0.1 0.1316
C 0.424505 6.341153 3.458115 0.0 0.0 0.0 -0.0513
H -1.686636 -3.379712 1.614953 0.0 0.0 0.0 0.1297
H 0.833069 3.116238 4.402079 0.0 -0.2 0.1 0.1232
S 2.357872 0.229229 1.269650 0.3 0.1 0.1 0.6607
H -1.707701 -2.611770 3.219255 0.0 -0.1 0.0 0.1297
H 0.505115 5.367276 5.369205 0.0 0.0 0.0 0.1181
C 0.376240 -3.886138 -5.260248 0.4 0.0 0.2 -0.6965
S 0.964666 -2.248687 -2.096960 0.8 1.2 0.3 0.4693
C -4.197871 -0.149632 0.333592 0.1 -0.2 0.2 -0.0416
O 0.904470 -0.868346 -2.703692 -0.5 -1.3 0.0 -0.4162
H 0.264724 7.323727 3.879991 0.0 0.0 0.0 0.1182
C 0.831483 3.834808 2.382236 -0.1 0.0 -0.1 -0.2478
C 2.152255 1.838533 1.933938 0.2 -0.2 -0.2 -0.7428
N -1.081436 -1.363159 1.635720 -0.4 -0.1 0.1 0.0481
C 0.760628 3.978432 3.760538 0.0 0.2 -0.1 -0.0291
H -3.841822 0.540403 -0.414557 0.1 0.3 -0.1 0.0419
H 2.757882 3.610967 -2.213012 0.0 0.0 0.0 0.1259
O 3.941910 -2.814403 -0.349163 0.2 0.8 0.2 -0.1946
O 1.490001 -5.165195 -3.279593 0.2 -0.2 0.0 -0.2301
H -0.083910 -1.371158 1.640876 0.4 0.0 -0.1 0.0862
H 0.353850 7.036313 1.429868 0.0 0.0 0.0 0.1162
N 2.414138 2.773340 -1.783064 -0.9 -1.8 0.9 0.2234
F -2.828231 -0.265505 -2.979530 1.6 3.8 1.7 0.4329
F 1.353461 -2.984043 -5.241830 0.0 0.1 0.0 0.1575
N -0.032352 -3.245923 -2.634119 -0.4 0.2 -0.4 -0.2606
H 0.715317 4.782825 0.461311 0.0 0.0 0.0 0.1109
F 0.662470 -4.841294 -6.105154 0.0 -0.2 -0.1 0.2073
C -1.779758 -0.586196 0.815481 -0.2 1.0 -0.4 -0.7334
H -4.701624 0.403566 1.128072 -0.1 0.0 -0.1 0.1082
C 0.563979 5.243349 4.296772 0.0 0.0 0.0 -0.0485
O -0.995689 -5.345716 -3.506490 0.0 0.1 -0.1 -0.2222
F -0.751752 -3.288414 -5.611625 -0.5 0.2 -0.1 0.1457